# 1
C40H60GeIrN5O2P3S3 | ωB97M-V/def2-TZVPD

XYZ file:
```
115
Properties=species:S:1:pos:R:3:forces:R:3
Ir 0.763 1.068 -0.823 -0.5 0.2 -0.2
C -3.979 3.221 -1.789 0.0 -0.1 0.1
C -2.485 3.268 -1.463 0.5 0.2 -0.2
C -1.738 4.175 -2.444 0.1 0.0 0.0
P -1.685 1.598 -1.233 -0.1 -0.6 0.6
C -2.647 1.102 0.250 0.1 0.1 0.2
N -2.169 -0.077 0.907 1.1 -0.2 -0.7
Ge -0.316 -0.655 0.687 -0.1 -0.4 0.4
N 0.742 -0.545 2.381 -0.9 0.5 -1.4
C 1.843 0.366 2.456 0.2 -0.1 -0.2
P 1.662 1.792 1.318 -0.6 -0.5 0.2
C 3.339 2.596 1.425 -0.2 0.0 -0.3
C 4.445 1.533 1.393 0.0 0.1 0.0
C 3.551 3.537 2.608 -0.1 0.0 0.0
C 0.322 2.785 2.147 0.1 0.1 -0.3
C 0.492 3.128 3.626 0.0 -0.1 0.0
C 0.006 4.037 1.329 -0.1 -0.1 0.0
C 0.843 -1.701 3.119 0.1 -0.4 0.2
C 1.860 -1.987 4.036 0.0 0.2 -0.1
C 1.889 -3.213 4.682 -0.1 -0.2 0.0
C 0.942 -4.187 4.411 0.1 0.0 0.0
C -0.085 -3.907 3.518 -0.1 0.1 -0.1
C -0.151 -2.666 2.918 0.3 0.0 0.1
N -1.223 -2.209 2.071 -0.3 -0.2 0.2
C -2.246 -1.490 2.799 -0.2 0.2 0.1
C -2.692 -1.821 4.062 0.1 -0.1 -0.1
C -3.764 -1.133 4.616 -0.1 0.1 0.0
C -4.378 -0.128 3.886 0.0 -0.1 0.1
C -3.894 0.245 2.640 0.1 0.1 -0.2
C -2.792 -0.414 2.090 0.0 -0.1 0.4
C -1.787 -3.226 1.213 -0.1 -0.2 -0.2
C -2.777 -4.108 1.603 0.1 0.1 0.1
C -3.198 -5.104 0.734 0.0 -0.1 -0.1
C -2.625 -5.195 -0.525 -0.1 0.0 0.1
C -1.669 -4.280 -0.939 0.1 0.1 0.0
C -1.244 -3.265 -0.074 -0.3 -0.2 0.1
N -0.346 -2.278 -0.404 0.6 1.1 0.7
C 0.189 -2.307 -1.728 -0.2 0.2 0.0
P 1.377 -0.950 -2.087 -0.3 -0.3 0.4
C 1.119 -0.794 -3.923 0.2 0.3 0.1
C 2.139 0.160 -4.540 -0.1 0.1 0.0
C 1.032 -2.100 -4.716 0.0 0.0 0.1
C 3.002 -1.768 -1.688 -0.1 0.2 0.1
C 3.381 -2.967 -2.554 0.0 0.1 0.0
C 2.975 -2.144 -0.201 0.0 0.1 0.0
C -2.246 0.418 -2.562 0.2 0.2 -0.1
C -2.029 1.045 -3.944 0.1 0.0 0.1
C -3.644 -0.175 -2.402 0.1 0.0 0.1
H -4.353 4.246 -1.795 0.0 0.0 0.0
H -4.554 2.666 -1.049 -0.1 0.0 -0.1
H -4.167 2.799 -2.775 0.0 0.0 0.0
H -2.371 3.714 -0.469 0.0 -0.1 0.0
H -1.692 3.750 -3.447 0.0 0.0 0.0
H -0.726 4.372 -2.102 -0.1 0.0 -0.1
H -2.255 5.133 -2.510 -0.1 0.0 0.0
H -3.687 0.966 -0.059 0.0 0.1 0.0
H -2.619 1.972 0.928 -0.1 0.1 -0.1
H 2.788 -0.135 2.212 0.0 0.1 0.1
H 1.939 0.771 3.469 0.1 0.0 0.0
H 3.399 3.185 0.505 0.0 0.0 0.0
H 4.593 1.091 2.379 0.0 0.0 0.0
H 5.382 2.007 1.099 0.0 0.0 0.0
H 4.242 0.740 0.676 0.1 -0.1 0.1
H 3.423 3.026 3.563 0.0 0.0 0.0
H 2.890 4.400 2.566 0.0 0.0 0.0
H 4.575 3.913 2.568 0.0 0.0 0.0
H -0.524 2.089 2.064 0.0 0.0 0.0
H 1.223 3.918 3.777 0.0 0.0 0.0
H 0.767 2.270 4.237 0.0 0.0 0.0
H -0.465 3.497 3.997 0.0 0.0 0.0
H 0.851 4.727 1.313 0.0 0.0 0.0
H -0.849 4.560 1.762 0.0 0.0 0.0
H -0.228 3.791 0.293 0.1 0.1 0.0
H 2.629 -1.257 4.250 0.0 0.0 0.0
H 2.672 -3.414 5.403 0.0 0.0 0.0
H 0.985 -5.150 4.900 0.0 0.0 0.0
H -0.837 -4.653 3.298 0.0 0.0 0.0
H -2.211 -2.616 4.617 0.0 0.0 0.0
H -4.125 -1.391 5.602 0.0 0.0 0.0
H -5.239 0.385 4.295 0.0 0.0 0.0
H -4.380 1.049 2.105 0.0 0.0 0.0
H -3.219 -4.016 2.586 0.0 0.0 0.0
H -3.956 -5.809 1.045 0.0 0.0 0.0
H -2.935 -5.978 -1.204 0.0 0.0 0.0
H -1.259 -4.361 -1.936 0.0 0.0 0.0
H -0.611 -2.227 -2.479 0.1 -0.1 -0.1
H 0.710 -3.254 -1.906 0.0 0.0 -0.1
H 0.139 -0.308 -3.978 0.0 -0.1 0.1
H 3.161 -0.164 -4.341 0.0 0.0 0.0
H 2.007 1.165 -4.141 0.1 0.0 0.0
H 2.003 0.203 -5.622 0.0 0.0 0.0
H 2.011 -2.550 -4.862 0.0 0.0 0.0
H 0.628 -1.868 -5.702 0.0 0.0 0.0
H 0.373 -2.836 -4.256 0.0 0.0 -0.1
H 3.762 -1.004 -1.832 0.0 0.1 0.0
H 2.610 -3.738 -2.570 0.0 0.0 0.0
H 4.286 -3.411 -2.135 0.0 0.0 0.0
H 3.609 -2.670 -3.576 0.0 0.0 0.0
H 2.343 -3.015 -0.018 0.0 0.0 0.0
H 2.596 -1.317 0.405 0.0 -0.1 0.1
H 3.984 -2.380 0.138 0.0 0.0 0.0
H -1.535 -0.406 -2.455 0.0 0.1 0.0
H -2.808 1.770 -4.176 0.0 0.0 0.0
H -2.062 0.274 -4.717 0.0 0.0 0.0
H -1.061 1.550 -4.005 0.0 0.0 -0.1
H -4.421 0.586 -2.364 0.0 0.0 0.0
H -3.707 -0.797 -1.507 0.0 0.0 0.0
H -3.845 -0.814 -3.264 0.0 0.0 0.0
S 5.054 2.189 -4.161 0.2 -0.3 -0.1
C 3.967 2.579 -2.953 -0.8 0.9 0.8
S 3.170 4.124 -3.057 0.0 -0.5 0.0
S 3.684 1.504 -1.710 0.7 0.1 -0.6
O 1.370 4.722 -1.331 0.1 -0.2 0.3
N 1.685 3.853 -2.170 0.6 0.4 -0.5
O 1.089 2.709 -2.303 -0.4 -0.5 0.0
```
Forces are in eV/Å.

Computed properties:
LUMO (alpha / beta) = -3.001 / -5.462 eV
E_HOMO (alpha / beta) = -9.4 / -9.8 eV
total charge = +1
2S+1 = 5

These are the Löwdin partial charges, in e, on atoms 1 to 6: Ir 0.656; C -0.088; C -0.504; C -0.096; P 1.000; C -0.408


# 2
C40H60O30 | ωB97M-V/def2-TZVPD

XYZ file:
```
130
Properties=species:S:1:pos:R:3:forces:R:3
C 1.972 -0.282 -8.577 -0.4 -0.9 -0.1
C 1.578 0.318 -7.257 1.4 0.7 -0.4
C 0.117 0.747 -7.153 0.3 0.0 0.6
O -0.308 0.059 -5.964 -0.6 0.3 -0.4
C 0.657 -0.719 -5.471 0.1 0.0 0.0
O 0.500 -1.419 -4.520 0.2 -0.3 0.3
O 1.805 -0.591 -6.169 -0.9 -0.4 0.1
H 1.900 0.477 -9.356 0.2 0.0 0.0
H 1.304 -1.109 -8.838 -0.1 0.1 0.0
H 2.963 -0.732 -8.540 0.2 0.4 0.0
H 2.292 1.124 -7.054 -0.4 0.3 0.0
H -0.490 0.464 -8.012 0.0 -0.3 0.1
H -0.013 1.816 -6.995 0.1 0.0 0.1
C 3.568 2.356 -1.104 -0.2 -0.4 0.2
C 2.559 3.410 -0.692 0.9 0.2 0.4
C 2.974 4.233 0.541 -0.8 -0.1 0.3
O 2.762 5.588 0.141 0.2 0.2 -0.1
C 2.557 5.660 -1.195 0.6 0.6 0.7
O 2.475 6.683 -1.799 -0.2 -0.5 -0.1
O 2.534 4.423 -1.704 -0.5 -0.3 -1.0
H 4.567 2.775 -1.216 -0.1 0.1 -0.1
H 3.260 1.862 -2.027 0.1 0.2 -0.1
H 3.639 1.566 -0.351 -0.1 0.1 0.2
H 1.560 2.992 -0.555 0.0 0.1 -0.2
H 4.009 4.067 0.840 0.0 0.1 -0.1
H 2.310 4.060 1.386 0.2 -0.2 0.0
C -1.004 -1.650 -1.106 -0.8 0.2 -0.6
C -0.871 -0.959 0.240 -0.3 -1.0 -1.0
C 0.562 -0.941 0.730 -0.3 -0.1 0.5
O 0.731 0.393 1.183 0.3 0.4 0.3
C -0.293 1.175 0.775 0.7 -0.6 -0.5
O -0.330 2.358 0.894 -0.3 0.2 0.2
O -1.201 0.430 0.128 -0.5 0.1 0.1
H -0.827 -2.725 -1.028 0.4 0.1 0.1
H -0.397 -1.200 -1.894 0.4 -0.1 0.2
H -2.020 -1.583 -1.506 -0.1 0.2 0.3
H -1.557 -1.454 0.925 0.0 0.4 0.3
H 1.269 -1.187 -0.065 0.1 0.2 0.0
H 0.707 -1.620 1.571 0.1 0.0 0.0
C -5.250 -2.455 -0.696 -0.9 -0.4 0.8
C -6.452 -1.971 -1.490 1.6 1.4 -0.2
C -7.639 -1.519 -0.679 -0.6 -1.3 0.6
O -8.072 -0.330 -1.275 -0.2 1.0 -0.5
C -7.124 0.145 -2.133 0.5 -1.0 1.3
O -7.167 1.157 -2.726 -0.2 0.6 -0.5
O -6.064 -0.708 -2.097 -0.2 -0.2 -0.8
H -5.607 -3.449 -0.401 0.9 -0.3 0.2
H -5.066 -1.893 0.224 -0.5 0.2 0.0
H -4.276 -2.439 -1.178 -0.3 -0.4 -0.6
H -6.737 -2.698 -2.253 0.1 0.2 -0.2
H -7.359 -1.402 0.373 -0.2 0.4 -0.1
H -8.468 -2.226 -0.761 0.1 0.0 0.3
C 4.752 1.860 6.426 0.4 -1.0 -0.2
C 3.711 1.079 5.620 0.7 0.5 0.4
C 2.293 1.588 5.816 -0.8 -0.7 -0.5
O 1.874 1.907 4.491 -0.4 0.5 -0.3
C 2.873 1.762 3.606 0.3 0.1 0.9
O 2.810 2.063 2.463 0.1 -0.1 -0.6
O 3.970 1.266 4.220 -0.2 0.0 -0.2
H 5.016 2.791 5.928 -0.3 0.2 0.1
H 5.674 1.277 6.478 0.0 0.0 0.0
H 4.431 2.008 7.456 -0.1 0.2 -0.1
H 3.745 0.003 5.785 0.2 0.0 0.2
H 2.161 2.449 6.469 0.2 0.1 -0.1
H 1.628 0.783 6.137 0.1 0.2 0.3
C 3.004 -2.033 -2.352 -0.5 1.1 0.3
C 2.579 -3.457 -2.106 1.0 -0.8 -0.5
C 2.441 -4.305 -3.375 -0.5 1.0 -0.4
O 3.031 -5.550 -3.033 -0.5 -0.3 -0.2
C 3.864 -5.377 -1.983 -0.3 0.8 -1.0
O 4.651 -6.177 -1.616 0.3 -0.4 0.6
O 3.714 -4.123 -1.511 0.6 -0.1 0.9
H 2.233 -1.376 -2.762 -0.3 -0.5 -0.3
H 3.860 -1.980 -3.024 0.0 -0.3 0.0
H 3.280 -1.487 -1.448 0.2 -0.5 0.3
H 1.766 -3.678 -1.411 -0.3 0.7 -0.1
H 2.964 -3.851 -4.219 0.4 -0.1 0.1
H 1.406 -4.363 -3.713 0.0 -0.6 0.3
C -2.268 -5.539 1.603 0.2 0.4 0.4
C -3.368 -4.687 2.222 1.0 -0.2 0.1
C -3.327 -4.693 3.755 0.1 -0.7 0.1
O -3.199 -3.333 4.148 0.1 0.3 -0.3
C -2.980 -2.572 3.045 -1.0 0.6 1.1
O -2.848 -1.386 3.041 0.5 -0.3 0.1
O -3.060 -3.310 1.957 0.0 -0.4 -1.7
H -2.398 -6.594 1.842 -0.2 0.0 -0.3
H -1.310 -5.261 2.051 0.0 0.1 -0.1
H -2.209 -5.345 0.533 -0.1 -0.3 0.0
H -4.317 -4.950 1.759 -0.2 0.3 0.3
H -2.433 -5.220 4.098 -0.1 -0.1 0.1
H -4.207 -5.153 4.202 0.0 0.2 0.1
C -5.098 1.723 0.649 0.3 -0.7 -0.5
C -4.220 1.473 1.852 -0.4 1.4 0.4
C -3.665 2.775 2.481 -0.2 -0.2 -0.4
O -4.197 2.830 3.796 -0.2 -0.3 -0.2
C -4.981 1.745 4.011 1.2 -0.1 0.9
O -5.438 1.486 5.079 -0.6 0.0 -0.3
O -5.017 0.953 2.934 -0.1 -0.5 -0.5
H -5.993 2.303 0.863 0.0 0.0 0.2
H -5.364 0.756 0.212 -0.3 0.1 0.1
H -4.531 2.216 -0.142 0.1 0.2 0.1
H -3.369 0.840 1.612 -0.3 -0.5 0.2
H -4.038 3.653 1.953 0.4 0.1 -0.1
H -2.579 2.696 2.503 0.0 0.5 0.2
C 4.057 -1.802 1.281 0.5 0.6 0.2
C 5.241 -2.641 1.720 -1.3 -0.2 1.2
C 5.922 -3.323 0.574 0.6 0.0 -0.5
O 7.310 -3.263 0.930 0.0 0.1 0.2
C 7.476 -2.303 1.860 -0.4 0.8 0.1
O 8.503 -1.824 2.201 0.4 -0.3 0.1
O 6.266 -1.868 2.342 0.4 -0.3 -0.7
H 4.417 -1.086 0.538 -0.3 -0.2 -0.4
H 3.635 -1.159 2.055 0.1 -0.3 0.3
H 3.281 -2.479 0.924 0.0 0.2 -0.3
H 4.889 -3.358 2.472 0.1 -0.1 -0.1
H 5.770 -2.739 -0.338 0.1 -0.2 -0.1
H 5.653 -4.362 0.403 -0.1 0.1 0.0
C -2.736 4.395 -0.799 -0.3 0.8 0.3
C -1.879 5.006 0.300 -0.5 -0.8 -0.2
C -0.451 5.370 -0.061 0.2 -0.9 0.7
O -0.451 6.777 -0.152 -0.1 0.2 -0.2
C -1.624 7.276 0.333 0.9 -0.4 -0.4
O -1.837 8.434 0.437 -0.4 0.4 0.2
O -2.454 6.270 0.648 -0.4 0.2 0.3
H -2.450 3.413 -1.169 0.4 0.1 0.1
H -2.788 5.136 -1.599 -0.1 -0.3 -0.3
H -3.726 4.307 -0.348 -0.2 0.0 -0.3
H -1.963 4.356 1.165 0.4 0.2 0.2
H -0.128 4.864 -0.972 0.0 0.4 -0.3
H 0.214 5.038 0.739 0.1 0.2 0.0
```
Forces are in eV/Å.

Computed properties:
LUMO = -0.415 eV
E_HOMO = -10.5 eV
2S+1 = 1
structure (SMILES) = C[C@H]1COC(=O)O1.C[C@H]1COC(=O)O1.C[C@H]1COC(=O)O1.C[C@H]1COC(=O)O1.C[C@H]1COC(=O)O1.C[C@H]1COC(=O)O1.C[C@H]1COC(=O)O1.C[C@H]1COC(=O)O1.C[C@H]1COC(=O)O1.C[C@H]1COC(=O)O1

These are the Löwdin partial charges, in e, on atoms 1 to 6: C -0.028; C -0.322; C -0.059; O 0.080; C -0.571; O 0.134


Relative energy (zero: lowest compared OMol25 entry of this formula, charge and spin)? In order: 99.92; 105.14 kJ/mol.